Entry 1:
This record from the Open Molecules 2025 dataset describes a structure of composition C12H15F9O6 in a non-equilibrium geometry. The level of theory is ωB97M-V with the def2-TZVPD basis set.

calculated total energy: -49418.916 eV
highest occupied orbital energy: -10.0 eV
frontier orbital gap: 0.3516 Ha
energy above the lowest of the compared OMol25 structures with the same formula, charge and spin: 1141.0 kJ/mol

Each line ends with the natural charge from an NBO analysis.
Atoms and positions in Å:
C 21.79 145.90 50.62  -0.603
C 21.13 144.83 51.50  -0.083
O 21.84 143.62 51.38  -0.482
C 21.40 142.64 52.27  0.676
O 20.61 142.85 53.22  -0.532
C 21.93 141.26 51.90  0.905
F 21.47 140.28 52.74  -0.303
F 21.42 140.96 50.72  -0.296
F 23.30 141.28 51.91  -0.313
H 21.49 146.95 50.92  0.224
H 21.88 145.68 49.71  0.211
H 22.83 146.12 50.93  0.211
H 20.14 144.50 51.28  0.186
H 21.02 145.23 52.52  0.195
C 26.26 143.84 49.05  -0.623
C 25.32 144.63 50.02  -0.258
O 24.42 145.36 49.21  -0.494
C 24.59 146.76 49.07  0.667
O 25.62 147.36 49.43  -0.540
C 23.71 147.47 48.10  0.898
F 23.64 148.80 48.14  -0.294
F 23.85 147.20 46.80  -0.299
F 22.44 147.05 48.40  -0.338
H 26.84 144.61 48.32  0.197
H 25.78 143.08 48.42  0.216
H 27.10 143.39 49.70  0.189
H 26.10 145.19 50.64  0.300
H 24.66 143.81 50.53  0.238
C 30.94 143.39 52.58  -0.627
C 29.68 142.68 53.27  -0.081
O 28.58 143.19 52.43  -0.507
C 27.23 142.87 52.72  0.683
O 26.82 142.21 53.62  -0.469
C 26.31 143.76 52.02  0.913
F 26.92 144.86 51.42  -0.285
F 25.76 143.13 50.90  -0.286
F 25.34 144.39 52.65  -0.265
H 31.89 143.01 53.02  0.218
H 31.02 144.54 52.77  0.225
H 31.15 143.11 51.62  0.217
H 29.73 143.24 54.30  0.198
H 29.78 141.63 53.43  0.209

***

Entry 2:
This record from the Open Molecules 2025 dataset describes an isolated molecule of C12H15FO in a non-equilibrium geometry. The level of theory is ωB97M-V with the def2-TZVPD basis set.

calculated total energy: -17445.850 eV
highest occupied orbital energy: -8.4 eV
frontier orbital gap: 0.3255 Ha
energy above the lowest of the compared OMol25 structures with the same formula, charge and spin: 362.1 kJ/mol

Each line ends with the natural charge from an NBO analysis.
Atoms and positions in Å:
C -0.20 0.16 -0.45  -0.058
C 1.17 0.21 -0.36  -0.101
C -1.43 0.02 -0.23  0.039
C 2.07 -0.74 -0.65  0.105
C 1.82 1.52 0.30  -0.427
C 3.11 1.13 0.95  -0.279
C 3.65 -2.69 -0.56  -0.636
C -2.89 -0.04 -0.42  -0.497
C -3.69 0.74 0.67  -0.421
C -5.28 0.73 0.32  -0.031
C 3.01 -1.47 -1.16  -0.258
C 4.26 1.07 0.31  0.244
O -5.88 -0.45 0.47  -0.710
F 5.41 0.72 0.92  -0.343
H 1.23 2.15 0.91  0.230
H 2.04 2.10 -0.58  0.209
H 2.87 0.69 1.95  0.224
H 2.86 -3.20 0.08  0.218
H 4.53 -2.56 0.01  0.227
H 3.85 -3.42 -1.35  0.219
H -3.22 -1.13 -0.52  0.238
H -3.37 0.35 -1.38  0.238
H -3.69 0.50 1.75  0.203
H -3.30 1.75 0.53  0.209
H -5.82 1.70 0.83  0.148
H -5.26 0.82 -0.84  0.161
H 3.46 -1.09 -2.18  0.220
H 4.44 1.27 -0.69  0.163
H -5.75 -0.86 1.38  0.468

***

Entry 3:
This record from the Open Molecules 2025 dataset describes an isolated molecule of C12H15N in a non-equilibrium geometry. The level of theory is ωB97M-V with the def2-TZVPD basis set.

calculated total energy: -14174.748 eV
highest occupied orbital energy: -8.6 eV
frontier orbital gap: 0.3514 Ha
energy above the lowest of the compared OMol25 structures with the same formula, charge and spin: 328.1 kJ/mol

Each line ends with the natural charge from an NBO analysis.
Atoms and positions in Å:
C -0.28 0.83 2.68  -0.426
C -0.72 -1.26 1.53  -0.235
C -1.36 -0.67 0.31  -0.131
C -0.92 -0.95 -1.05  -0.429
C 0.49 -0.43 -1.40  0.000
C 0.71 0.91 -1.38  -0.230
C 1.95 1.44 -1.67  -0.186
C 3.02 0.64 -1.99  -0.230
C 2.81 -0.76 -2.06  -0.194
C 1.53 -1.27 -1.77  -0.225
C -2.26 0.26 0.49  0.149
C -3.33 1.08 0.53  -0.511
H 0.77 0.87 2.28  0.170
H -0.88 1.41 1.90  0.202
H -0.34 1.36 3.65  0.204
H -0.41 -1.02 3.55  0.364
H 0.29 -1.41 1.13  0.175
H -1.01 -2.30 1.76  0.207
H -1.59 -0.47 -1.77  0.236
H -0.94 -2.01 -1.25  0.216
H -0.07 1.67 -1.15  0.221
H 2.07 2.53 -1.71  0.209
H 3.96 1.03 -2.34  0.214
H 3.59 -1.45 -2.32  0.212
H 1.31 -2.29 -1.95  0.207
H -3.28 2.03 0.99  0.213
H -4.25 0.72 0.21  0.213
N -0.86 -0.51 2.78  -0.614

***

Entry 4:
This record from the Open Molecules 2025 dataset describes an isolated molecule of C12H15N in a non-equilibrium geometry. The level of theory is ωB97M-V with the def2-TZVPD basis set.

calculated total energy: -14174.992 eV
highest occupied orbital energy: -8.7 eV
frontier orbital gap: 0.3557 Ha
energy above the lowest of the compared OMol25 structures with the same formula, charge and spin: 304.5 kJ/mol

Each line ends with the natural charge from an NBO analysis.
Atoms and positions in Å:
C 2.80 2.00 -0.19  -0.416
C 1.90 -0.40 -0.15  -0.046
C 1.13 -1.47 -0.92  -0.402
C -0.12 -1.89 -0.17  -0.237
C 0.38 -1.72 1.27  -0.394
C 0.89 -0.28 1.11  -0.224
C -0.53 0.25 0.56  0.039
C -1.21 1.39 0.76  -0.234
C -2.45 1.58 0.18  -0.213
C -3.03 0.62 -0.51  -0.213
C -2.23 -0.55 -0.77  -0.188
C -1.06 -0.77 -0.25  -0.066
H 3.99 1.83 -0.12  0.168
H 2.58 2.87 -0.95  0.218
H 2.38 2.17 0.94  0.199
H 2.24 0.76 -1.81  0.357
H 2.85 -0.82 0.17  0.175
H 0.82 -1.00 -1.84  0.212
H 1.74 -2.31 -1.15  0.217
H -0.53 -2.78 -0.41  0.217
H 1.34 -2.26 1.69  0.205
H -0.44 -1.85 1.95  0.218
H 1.19 0.32 2.02  0.223
H -0.76 2.30 1.24  0.211
H -3.10 2.44 0.36  0.207
H -4.04 0.76 -0.90  0.212
H -2.83 -1.30 -1.36  0.200
N 1.98 0.91 -0.77  -0.644

***

Entry 5:
This record from the Open Molecules 2025 dataset describes an isolated molecule of C12H15N2P in a non-equilibrium geometry. The level of theory is ωB97M-V with the def2-TZVPD basis set.

calculated total energy: -24953.007 eV
highest occupied orbital energy: -7.4 eV
frontier orbital gap: 0.2874 Ha
energy above the lowest of the compared OMol25 structures with the same formula, charge and spin: 86.5 kJ/mol

Each line ends with the natural charge from an NBO analysis.
Atoms and positions in Å:
C -4.69 -0.19 0.52  -0.209
C -4.26 -1.33 1.18  -0.213
C -3.89 0.51 -0.36  -0.213
C -2.93 -1.81 1.07  -0.161
C -2.61 0.00 -0.57  -0.156
C -2.10 -1.07 0.24  -0.183
C -0.80 -1.56 0.01  0.114
C 2.60 1.87 0.22  -0.416
C 1.83 1.65 -0.98  -0.398
C 2.60 0.67 1.24  -0.418
C 2.27 0.28 -1.74  -0.205
C 2.94 -0.50 0.40  -0.222
N 0.14 -2.16 0.61  -0.644
N 2.06 -0.76 -0.80  -0.807
P 0.88 -1.96 -1.01  0.970
H -5.81 0.08 0.51  0.220
H -4.93 -1.83 1.96  0.224
H -4.22 1.35 -1.01  0.224
H -2.36 -2.52 1.71  0.240
H -2.11 0.42 -1.42  0.222
H 3.68 1.93 -0.07  0.184
H 2.51 2.81 0.76  0.215
H 0.76 1.45 -0.87  0.204
H 2.00 2.59 -1.74  0.197
H 3.41 0.91 1.89  0.213
H 1.68 0.64 1.80  0.213
H 1.58 0.17 -2.61  0.201
H 3.23 0.39 -2.16  0.180
H 3.95 -0.62 0.06  0.206
H 2.58 -1.40 1.14  0.217

***

Entry 6:
This record from the Open Molecules 2025 dataset describes an isolated molecule of C12H15N3 in a non-equilibrium geometry. The level of theory is ωB97M-V with the def2-TZVPD basis set.

calculated total energy: -17152.756 eV
highest occupied orbital energy (spin up / spin down): -8.2 / -8.2 eV
frontier orbital gap (spin up / spin down): 0.2978 / 0.2977 Ha
energy above the lowest of the compared OMol25 structures with the same formula, charge and spin: 393.2 kJ/mol

Each line ends with the natural charge from an NBO analysis.
Atoms and positions in Å:
C -1.54 1.35 -0.86  0.250
C -1.51 -1.17 3.40  -0.216
C -1.85 -1.96 2.31  -0.204
C -0.75 -0.04 3.15  -0.216
C -1.57 -1.57 0.99  -0.201
C -0.54 0.43 1.88  -0.176
C -0.94 -0.34 0.76  -0.038
C -0.38 -0.56 -1.84  -0.466
C 1.02 -0.21 -2.38  -0.224
C -0.79 0.22 -0.63  -0.068
C 2.30 -0.68 -0.31  -0.425
C 0.95 2.46 -1.32  -0.473
N -2.32 2.21 -0.95  -0.327
N 1.78 0.26 -1.30  -0.282
N 1.09 1.27 -0.56  -0.216
H -1.52 -1.58 4.43  0.222
H -2.50 -2.84 2.30  0.216
H -0.60 0.78 3.87  0.219
H -1.71 -2.25 0.22  0.205
H -0.04 1.38 1.69  0.233
H -1.01 -0.50 -2.77  0.247
H -0.40 -1.63 -1.57  0.219
H 1.56 -1.12 -2.73  0.229
H 0.88 0.66 -3.05  0.210
H 2.51 -0.18 0.76  0.245
H 1.58 -1.47 -0.25  0.183
H 3.34 -1.09 -0.59  0.208
H 0.78 2.17 -2.39  0.172
H 0.22 3.13 -0.73  0.245
H 1.96 2.87 -1.51  0.226

***

Entry 7:
This record from the Open Molecules 2025 dataset describes a cluster of 3 separate species, C12H15N3 in total in a non-equilibrium geometry. The level of theory is ωB97M-V with the def2-TZVPD basis set.

calculated total energy: -17155.747 eV
highest occupied orbital energy: -7.8 eV
frontier orbital gap: 0.3188 Ha
energy above the lowest of the compared OMol25 structures with the same formula, charge and spin: 104.6 kJ/mol

Each line ends with the natural charge from an NBO analysis.
Atoms and positions in Å:
N -4.45 1.36 0.66  -0.516
C -3.41 1.97 1.35  -0.092
C -2.23 1.43 0.86  -0.299
C -2.62 0.32 -0.03  -0.307
C -4.00 0.38 -0.17  -0.075
H -5.44 1.54 0.76  0.406
H -3.51 2.83 1.99  0.210
H -1.26 1.78 1.20  0.217
H -1.94 -0.37 -0.50  0.241
H -4.73 -0.23 -0.67  0.209
N 4.10 0.18 0.62  -0.535
C 3.41 -0.79 1.42  -0.102
C 2.18 -0.16 1.66  -0.286
C 2.22 1.16 1.32  -0.313
C 3.33 1.33 0.57  -0.074
H 5.06 0.17 0.30  0.415
H 3.92 -1.68 1.77  0.225
H 1.49 -0.72 2.28  0.228
H 1.50 1.91 1.61  0.232
H 3.62 2.22 0.02  0.215
N 1.22 -0.94 -1.42  -0.508
C 0.34 -0.44 -2.34  -0.076
C -0.67 -1.39 -2.44  -0.315
C -0.44 -2.46 -1.51  -0.323
C 0.82 -2.16 -0.96  -0.068
H 2.03 -0.48 -1.02  0.423
H 0.58 0.54 -2.71  0.214
H -1.58 -1.35 -3.01  0.220
H -1.08 -3.30 -1.26  0.227
H 1.55 -2.66 -0.35  0.208

***

Entry 8:
This record from the Open Molecules 2025 dataset describes an isolated molecule of C12H15N3O2S in a non-equilibrium geometry. The level of theory is ωB97M-V with the def2-TZVPD basis set.

calculated total energy: -32087.568 eV
highest occupied orbital energy: -7.9 eV
frontier orbital gap: 0.3079 Ha
energy above the lowest of the compared OMol25 structures with the same formula, charge and spin: 188.5 kJ/mol

Each line ends with the natural charge from an NBO analysis.
Atoms and positions in Å:
C -6.48 -0.16 0.11  -0.594
H -7.49 0.12 -0.15  0.216
H -6.34 -0.06 1.18  0.214
H -6.32 -1.20 -0.17  0.205
C -5.49 0.74 -0.64  -0.452
C -4.09 0.39 -0.31  0.078
N -3.26 1.15 0.29  -0.248
N -2.06 0.63 0.50  -0.332
C -1.93 -0.57 0.06  0.248
N -0.82 -1.36 0.13  -0.634
C 0.44 -1.09 0.66  0.709
O 1.26 -1.96 0.63  -0.571
C 0.63 0.29 1.24  -0.506
H -0.02 0.38 2.11  0.252
H 0.29 1.03 0.51  0.253
C 2.09 0.53 1.62  -0.443
C 2.98 0.50 0.43  0.292
C 2.86 1.02 -0.83  -0.325
C 4.03 0.65 -1.53  -0.320
C 4.79 -0.07 -0.66  0.282
O 4.16 -0.16 0.53  -0.405
C 6.11 -0.73 -0.81  -0.648
H 6.82 -0.32 -0.09  0.221
H 6.03 -1.80 -0.62  0.224
H 6.49 -0.57 -1.81  0.225
H 4.27 0.88 -2.55  0.221
H 2.04 1.59 -1.21  0.220
H 2.16 1.50 2.12  0.224
H 2.43 -0.24 2.31  0.238
H -0.91 -2.29 -0.26  0.419
S -3.40 -1.19 -0.71  0.277
H -5.64 1.78 -0.37  0.240
H -5.64 0.63 -1.72  0.219